Computed, not measured: a molecular structure, C45H49ClIN6O2TeW, with ωB97M-V/def2-TZVPD.

Geometry (Å):
W1 -2.59 0.43 0.49
C1 -5.20 -1.09 1.17
C2 -5.19 -0.07 2.29
N1 -4.22 1.03 1.96
C3 -3.64 1.66 3.17
C4 -2.36 0.98 3.52
C5 -1.71 1.14 4.72
C6 -0.50 0.47 4.92
C7 -0.02 -0.39 3.95
C8 -0.74 -0.53 2.78
C9 -0.41 -1.55 1.74
N2 -1.25 -1.39 0.52
C10 -1.90 -2.66 0.06
C11 -3.43 -2.56 0.09
N3 -3.78 -1.42 0.97
N4 -1.86 0.17 2.56
H1 -5.61 -0.69 0.24
H2 -5.79 -1.96 1.45
H3 -4.83 -0.55 3.21
H4 -6.17 0.34 2.49
H5 -4.75 1.75 1.47
H6 -4.35 1.60 4.00
H7 -3.46 2.71 2.97
H8 -2.12 1.78 5.49
H9 0.04 0.61 5.85
H10 0.90 -0.95 4.09
H11 -0.61 -2.53 2.18
H12 0.65 -1.54 1.48
H13 -0.62 -1.07 -0.22
H14 -1.55 -3.47 0.69
H15 -1.58 -2.86 -0.95
H16 -3.87 -3.48 0.48
H17 -3.84 -2.38 -0.90
H18 -3.41 -1.66 1.89
Cl1 -6.79 0.71 -5.18
C12 -5.53 0.35 -4.06
C13 -4.69 -0.70 -4.29
C14 -3.64 -1.01 -3.40
I1 -2.31 -2.54 -3.86
C15 -3.47 -0.27 -2.26
O1 -2.50 -0.42 -1.35
C16 -4.35 0.80 -2.02
N5 -4.09 1.49 -0.87
C17 -4.74 2.62 -0.66
C18 -5.76 3.07 -1.50
C19 -6.10 2.33 -2.61
C20 -5.37 1.17 -2.91
H19 -4.82 -1.29 -5.18
H20 -4.41 3.21 0.19
H21 -6.26 4.00 -1.27
H22 -6.89 2.66 -3.27
C21 2.25 -5.07 2.61
C22 2.31 -3.91 1.65
C23 2.91 -2.71 2.01
C24 2.97 -1.63 1.13
C25 3.62 -0.36 1.61
C26 2.43 -1.76 -0.16
Te1 2.46 -0.08 -1.48
N6 -0.78 1.15 -0.01
C27 -1.13 2.35 0.30
O2 -2.33 2.40 0.94
C28 -0.44 3.60 -0.02
C29 0.71 3.54 -0.80
C30 1.36 4.71 -1.13
C31 0.87 5.93 -0.69
C32 -0.28 5.99 0.09
C33 -0.94 4.82 0.43
C34 4.56 0.06 -1.71
C35 5.22 1.26 -1.43
C36 4.56 2.53 -0.96
C37 6.61 1.32 -1.62
C38 7.34 0.23 -2.06
C39 8.82 0.31 -2.25
C40 6.65 -0.95 -2.34
C41 5.28 -1.06 -2.18
C42 4.61 -2.37 -2.49
C43 1.83 -2.97 -0.54
C44 1.29 -3.25 -1.93
C45 1.77 -4.02 0.38
H23 2.81 -4.87 3.52
H24 2.66 -5.97 2.16
H25 1.22 -5.30 2.90
H26 3.36 -2.62 2.99
H27 3.86 -0.43 2.68
H28 2.98 0.50 1.45
H29 4.55 -0.17 1.07
H30 1.07 2.57 -1.13
H31 2.26 4.68 -1.74
H32 1.38 6.85 -0.95
H33 -0.66 6.94 0.43
H34 -1.84 4.85 1.03
H35 3.52 2.39 -0.67
H36 4.58 3.28 -1.76
H37 5.10 2.95 -0.11
H38 7.12 2.25 -1.40
H39 9.21 1.29 -1.98
H40 9.09 0.12 -3.29
H41 9.33 -0.44 -1.64
H42 7.20 -1.81 -2.69
H43 5.30 -3.02 -3.04
H44 3.72 -2.23 -3.10
H45 4.32 -2.89 -1.58
H46 1.19 -2.36 -2.53
H47 0.33 -3.76 -1.88
H48 1.97 -3.93 -2.45
H49 1.32 -4.96 0.07

- E: -90228.3775 eV
- <S²>: 0.76
- Total charge: +2
- Multiplicity: 2